(1)
The following is a DFT calculation (ωB97M-V with the def2-TZVPD basis set) of a cluster of 12 separate species, C44H59BN11 in total in a non-equilibrium geometry.

The geometry in ORCA input format:
```
! RIJCOSX wB97M-V def2-TZVPD def2/J DEFGRID3
* xyz -1 1
N 14.6700 10.2770 -1.4750
N 10.9170 9.4870 5.4790
N 15.6780 15.6480 5.0590
N 11.5950 11.5930 3.3790
N 13.8090 13.3460 0.6790
N 16.3670 5.8270 3.8170
N 18.8130 12.3260 3.8600
N 17.3810 12.3880 0.7020
N 17.0330 13.0490 6.3280
N 19.4560 6.8190 2.5680
N 13.1820 8.5120 0.5340
C 16.2050 11.5790 -2.7140
C 11.1380 7.6210 6.7120
C 15.1660 17.7620 4.1330
C 13.6690 15.2170 -0.6570
C 16.1790 14.2930 8.1230
C 19.4050 5.4200 2.3680
C 13.9220 7.2490 0.3850
C 15.1420 13.3940 7.7010
C 14.8190 11.8040 -3.2350
C 11.9230 8.5950 5.8040
C 13.0950 6.5800 -0.7130
C 14.2250 13.7960 -0.5260
C 18.4850 7.4700 1.8630
C 19.5200 13.3400 0.7270
C 11.5320 12.7240 4.1270
C 16.7300 4.7450 4.5450
C 18.0420 6.5380 0.7910
C 19.3770 11.3420 5.6720
C 15.6470 12.6890 6.4390
C 19.9610 12.9820 4.1540
C 16.0280 10.5920 -1.5820
C 18.4090 14.4090 0.9850
C 15.5100 16.9590 5.3470
C 18.7140 12.0550 0.6060
C 18.5230 5.1930 1.1240
C 13.0000 15.5120 0.7000
C 9.2760 11.9640 3.2790
C 15.3160 16.7740 3.0350
C 15.6130 15.4570 3.6780
C 13.8440 11.0170 -2.4080
C 14.3420 5.4460 4.7500
C 15.3470 4.3880 5.2500
C 18.4230 11.1510 4.5950
C 20.3350 12.3860 5.3980
C 17.4410 13.9420 7.2500
C 13.0210 14.2290 1.4580
C 10.4290 11.0540 2.8240
C 12.1060 7.5370 -1.1790
C 15.1330 6.3960 3.8980
C 17.0540 13.7510 0.9460
C 12.1340 8.6630 -0.2550
C 9.7150 9.3280 6.2000
C 9.6630 8.0450 6.9070
C 10.0320 13.0000 4.0380
B 14.8610 10.5060 2.4270
H 12.7100 14.0970 2.4750
H 8.9620 7.8110 7.5420
H 17.0490 6.4060 3.2620
H 15.1490 16.8300 2.1350
H 16.7600 10.2950 -0.9090
H 18.3790 12.5290 2.9270
H 11.3080 9.4380 -0.1330
H 18.2450 4.3950 0.4320
H 13.2490 5.6090 4.8080
H 13.5370 8.9600 1.2610
H 18.4750 8.6210 1.9160
H 12.9420 8.8160 5.3680
H 11.1230 10.2430 4.8370
H 15.0170 7.2680 3.2800
H 19.4090 10.5260 6.5690
H 14.7450 7.0270 0.8450
H 10.2400 10.2660 2.2330
H 13.3680 5.5030 -1.1310
H 17.2600 12.0260 -2.9780
H 14.0610 12.3890 0.9580
H 19.9970 7.3140 3.2860
H 14.7590 18.8190 4.1650
H 8.3360 12.0490 3.0560
H 17.5440 4.1280 4.5990
H 14.3800 9.6110 -0.8330
H 14.1810 9.7190 3.1090
H 20.5650 13.3760 0.5530
H 8.8020 9.9250 6.0200
H 11.2210 7.2790 -1.9330
H 12.4780 11.4660 3.2260
H 14.2080 15.7750 -1.5320
H 17.5930 12.7190 5.6710
H 17.5620 6.8970 0.0370
H 14.8890 13.2920 -1.2970
H 11.5740 6.7350 7.2810
H 15.2240 3.6470 5.9820
H 16.1430 14.2030 1.3510
H 12.6650 10.9420 -2.6270
H 15.2310 12.0060 5.6810
H 17.5740 10.5160 4.4120
H 14.1870 13.2440 8.2750
H 20.2550 4.7730 2.8790
H 21.0820 12.7480 6.1390
H 12.5070 13.1740 4.3960
H 12.5840 16.4570 0.9960
H 15.7640 17.3330 6.2700
H 16.6800 11.6510 0.7730
H 14.3960 10.5860 1.3480
H 18.8600 11.0250 0.7100
H 16.2920 15.1960 8.8720
H 18.6530 15.5180 1.1510
H 14.6840 12.5340 -4.1880
H 15.9540 15.0970 5.7410
H 18.4610 14.1020 7.4350
H 9.6950 13.9080 4.4450
H 15.9340 9.9590 2.1500
H 15.7120 14.3620 3.4290
H 15.1360 11.5740 2.9550
H 20.3970 13.8330 3.5010
*
```

Summary:
- HOMO (eV) = -5.2440
- ΔE to the lowest compared entry with this formula, charge and spin (kJ/mol) = 0.0
- Kohn-Sham gap (Ha) = 0.275

---

(2)
The following is a DFT calculation (ωB97M-V with the def2-TZVPD basis set) of a structure of composition C44H59IN2O9P3V in a non-equilibrium geometry.

The geometry in ORCA input format:
```
! RIJCOSX wB97M-V def2-TZVPD def2/J DEFGRID3
* xyz 2 3
I -3.5246 7.5283 4.6930
V 0.2873 0.9395 0.6879
P 1.4462 -2.8204 -2.5531
P 0.0823 -0.3370 -3.4885
P 0.0080 0.6034 3.1170
O 1.7135 -0.0371 -0.2986
O -0.1826 0.0726 -2.0947
O 2.7664 -3.6328 -2.7543
O -0.9833 -1.2753 -4.1631
O 1.1933 4.2312 0.5974
O 1.2752 -2.3167 -1.1478
O 0.2837 -3.7639 -2.9323
O -0.1244 2.5253 1.1060
O 0.2834 0.9475 -4.3651
N -1.9288 1.4724 -0.4464
N 1.6169 -0.2781 1.0711
C -4.5778 2.9158 -2.1725
C 0.4968 2.1086 3.9980
C -2.0805 -0.0807 4.9058
C 0.7264 1.1480 -5.7523
C 2.1814 3.8106 4.2794
C 0.7908 -4.4208 -5.2707
C -0.7186 4.7045 1.9306
C -0.2702 2.6997 4.9949
C 4.4806 -4.1444 -1.1443
C -3.8922 -0.4628 2.8286
C 0.0770 0.1786 -6.7188
C -3.2410 4.5915 -0.8559
C 0.1769 -4.8375 -3.9514
C 0.1905 3.8453 5.6325
C 1.7275 2.6679 3.6430
C -1.1963 6.8556 2.8899
C 1.1524 -0.6245 3.8701
C -3.3838 -0.4580 5.1793
C 2.1677 -1.2596 1.6727
C -3.1651 3.3667 -1.7850
C -2.6831 4.9898 3.2934
C -2.3299 3.7100 -3.0337
C 2.2392 1.1481 -5.8248
C -1.8705 4.1833 2.5149
C 2.7809 -2.4253 3.7071
C -2.7323 -1.8766 -2.5387
C -2.5874 -0.0820 2.5490
C 1.5179 -1.4181 -3.6827
C 2.7916 -2.5552 5.0841
C 0.2005 3.8524 1.1512
C 1.9899 -1.4529 3.0978
C -4.2910 -0.6454 4.1429
C -2.3322 6.3208 3.4864
C 1.4099 4.3995 5.2749
C -1.6716 0.1193 3.5846
C 2.0355 -1.6862 5.8553
C -0.3897 6.0429 2.1091
C 1.2263 -0.7289 5.2511
C 0.7489 -6.1153 -3.3836
C -2.4328 -1.3199 -3.9166
C -3.0552 0.0392 -4.1542
C 5.0315 -3.0636 -3.3616
C 4.0536 -3.1679 -2.2143
C -2.4796 2.2798 -1.0490
H 2.3231 2.2219 2.8550
H -3.7987 -2.0946 -2.4672
H 2.8151 -1.9262 1.1121
H -1.3914 0.0483 5.7277
H 4.6464 -2.4186 -4.1538
H 1.7609 5.2975 5.7680
H 5.2299 -4.0511 -3.7842
H 2.6481 0.1361 -5.7795
H -2.2454 4.9417 -0.5784
H -3.5794 4.5910 3.7512
H -3.7973 4.3648 0.0548
H -2.7764 -2.0198 -4.6737
H 4.5653 -5.1456 -1.5702
H -0.8987 -4.9340 -4.0706
H 0.3525 0.4555 -7.7367
H -2.6676 4.6693 -3.4281
H -0.9427 7.8972 3.0344
H 5.4527 -3.8552 -0.7437
H 0.6109 -5.2058 -6.0056
H -3.7534 5.3967 -1.3834
H -2.4537 2.9549 -3.8117
H -4.5944 -0.6207 2.0184
H 0.5018 6.4367 1.6367
H 3.4010 -3.0687 3.0938
H -2.9560 0.3490 -5.1957
H 3.4085 -3.3103 5.5535
H 3.1324 4.2444 3.9962
H 2.5533 1.5888 -6.7715
H 1.8273 -6.0262 -3.2451
H 2.4250 -0.8476 -3.4607
H 0.2862 -6.3518 -2.4250
H 0.3318 -3.5017 -5.6458
H -2.4621 -1.1546 -1.7670
H 1.4633 -0.9843 -0.8238
H -5.0497 3.7134 -2.7478
H 0.4099 -0.8484 -6.5496
H -5.3111 -0.9331 4.3647
H 1.8715 -4.2859 -5.1802
H -1.2679 3.7888 -2.7946
H -4.1160 -0.0013 -3.9062
H 0.6663 -0.0436 5.8746
H 3.7509 -4.1792 -0.3336
H -5.1872 2.7229 -1.2882
H -4.5563 2.0171 -2.7857
H -3.6938 -0.6117 6.2052
H -2.2871 0.0687 1.5227
H 1.5612 -1.7759 -4.7129
H 2.0772 -1.7480 6.9359
H -2.1361 3.1456 2.3498
H -1.2383 2.2929 5.2581
H 3.9048 -2.1785 -1.7711
H 0.5518 -6.9379 -4.0726
H -2.5706 0.7799 -3.5152
H -1.0094 0.2052 -6.6361
H -2.1747 -2.7990 -2.3683
H -0.4077 4.3047 6.4099
H 5.9734 -2.6469 -3.0029
H 2.6620 1.7440 -5.0148
H 0.3691 2.1516 -5.9685
*
```

Summary:
- HOMO (alpha / beta) (eV) = -12.5024 / -12.5078
- ΔE to the lowest compared entry with this formula, charge and spin (kJ/mol) = 328.0
- Kohn-Sham gap (alpha / beta) (Ha) = 0.245 / 0.239

---

(3)
The following is a DFT calculation (ωB97M-V with the def2-TZVPD basis set) of a structure of composition C44H60B2N15PS2W.

The geometry in ORCA input format:
```
! RIJCOSX wB97M-V def2-TZVPD def2/J DEFGRID3
* xyz 1 4
W -0.3170 0.3764 -0.1718
S 1.2440 4.5086 -0.4417
S 0.6931 1.1849 2.0171
P 2.3481 -1.7997 0.4414
N -5.2465 -2.0229 -2.1579
N -1.3731 2.1973 3.5343
N -2.2923 1.4649 -2.0686
N -1.4848 2.0095 0.4291
N 2.5206 3.9570 1.9146
N -1.6834 2.0408 -3.0223
N -2.8629 -2.0768 0.5549
N 1.1207 -0.7658 0.1462
N 0.1734 3.6709 3.1237
N -1.1071 -0.9703 -1.7973
N 3.8043 3.8139 0.1544
N -2.3246 -1.5915 -1.9063
N -1.6426 -1.7278 1.0740
N -4.4467 -2.6778 -1.2637
N -2.3194 0.9863 0.5495
C -1.4158 -1.6297 -3.9286
C -2.0600 0.9334 3.6920
C 5.1631 -1.9699 -0.2216
C 4.5832 3.4881 1.2555
C -0.7813 4.2622 3.9184
C 3.5682 -1.2531 -1.9738
C 4.1610 0.2859 -0.0388
C 0.3197 2.5708 -4.0474
C 0.4753 1.4506 -1.8582
C 0.8857 -4.1912 0.7816
C -0.2068 2.4241 2.8770
C 2.4553 1.9786 -3.2104
C 1.8457 1.4890 -2.0595
C -4.9756 -3.9027 -0.9429
C -5.8286 1.3391 -0.8706
C 2.7972 -1.9639 2.2685
C 1.6923 2.5438 -4.2139
C -3.6763 1.5123 0.4152
C 3.6010 -0.7544 2.7748
C -6.1473 -4.0289 -1.6235
C -0.5700 -1.0061 -2.9998
C 3.8693 -1.1759 -0.4666
C -3.0357 -2.3725 2.7374
C 3.6419 -3.2187 2.5412
C -1.7464 -1.9155 2.3636
C -1.7451 3.3534 4.1787
C -6.4567 1.8731 -1.9224
C -2.5123 -1.9772 -3.2087
C 3.0425 -4.4651 -0.4521
C -4.3651 1.0197 -0.8845
C 1.8627 -3.5203 -0.1960
C -2.1239 3.2200 0.3794
C -3.6534 1.5265 -2.1114
C 1.5395 -2.0390 3.1399
C -6.2683 -2.8232 -2.3560
C -3.7177 -2.4507 1.5706
C -3.4532 3.0043 0.4218
C -5.7296 2.2129 -3.1254
C 1.0847 -3.3829 -1.5039
C 4.3155 4.1097 -1.1646
C 2.5319 4.0959 0.5623
C -4.3767 2.0609 -3.1950
C -0.2887 2.0095 -2.9225
C 3.7825 3.5713 2.3337
B 1.4692 4.5811 2.8436
B -3.1823 -2.0755 -0.8483
H -1.4880 0.2699 4.3427
H 0.8558 -2.8271 2.8399
H 3.6756 -4.1212 -1.2682
H 0.2077 -2.7722 -1.3476
H 4.6365 -0.7784 2.4428
H -7.5215 2.0631 -1.8818
H 3.5570 3.8750 -1.9022
H 2.5641 -0.9179 -2.2212
H -6.8214 -4.8680 -1.6143
H -6.3765 1.0813 0.0294
H 5.2195 3.5262 -1.3387
H -3.4223 -2.4689 -3.5083
H 0.5135 -5.1000 0.3022
H 4.0024 3.4260 3.3763
H 5.0891 -3.0258 -0.4663
H 5.5293 -1.8658 0.7981
H -7.0612 -2.5158 -3.0194
H 2.1486 2.9586 -5.1026
H 1.9684 4.7255 3.9383
H 3.0614 -4.1363 2.4854
H -4.2818 1.1603 1.2616
H 5.9232 -1.5359 -0.8768
H 4.5089 -3.3141 1.8918
H 3.1544 0.1996 2.5095
H 2.6224 -5.4257 -0.7610
H 1.6744 -2.9683 -2.3189
H 4.2697 -0.6089 -2.5081
H 4.0112 -3.1352 3.5659
H 0.7610 -4.3827 -1.8048
H 3.6151 -0.8155 3.8658
H -1.2391 -1.7868 -4.9778
H -3.3982 -2.5951 3.7259
H 1.0268 -1.0787 3.1382
H -2.2071 0.4658 2.7251
H -4.4622 -4.5774 -0.2771
H 1.8604 -2.2511 4.1627
H -3.8243 2.3703 -4.0704
H -4.7369 -2.7251 1.3637
H 3.5342 1.9327 -3.3006
H 5.6301 3.2560 1.1642
H 0.4003 -0.5700 -3.1652
H -0.3300 2.9991 -4.7992
H 4.9567 0.3193 0.6990
H 1.0482 5.6049 2.3771
H -0.6761 5.2853 4.2326
H -3.0253 1.1276 4.1548
H -1.5322 4.1209 0.3021
H -2.6459 3.4151 4.7631
H -4.2425 3.7374 0.3740
H 2.4813 1.1108 -1.2834
H 3.7050 -2.2672 -2.3517
H -4.3118 -0.0774 -0.8746
H 0.0282 -3.5456 0.9875
H -6.2692 2.6216 -3.9692
H 4.5510 5.1718 -1.2536
H 3.6588 -4.6457 0.4241
H 4.5091 0.8521 -0.9058
H -0.9168 -1.6747 3.0031
H 1.3475 -4.4922 1.7170
H 3.3090 0.8168 0.3867
*
```

Summary:
- HOMO (alpha / beta) (eV) = -8.3756 / -8.3711
- ΔE to the lowest compared entry with this formula, charge and spin (kJ/mol) = 194.3
- Kohn-Sham gap (alpha / beta) (Ha) = 0.200 / 0.174

---

(4)
The following is a DFT calculation (ωB97M-V with the def2-TZVPD basis set) of a cluster of 11 separate species, C44H60N6O15 in total in a non-equilibrium geometry.

The geometry in ORCA input format:
```
! RIJCOSX wB97M-V def2-TZVPD def2/J DEFGRID3
* xyz 0 1
O -0.0036 -0.9768 2.1928
O -2.2122 -0.8785 2.4339
O 1.3911 0.1447 -4.7184
O 2.8690 -0.6029 4.4366
O 0.9434 0.5652 4.4797
O -1.7611 -2.1041 -2.6796
O -3.1584 5.7932 3.4841
O -3.0853 -0.7980 -3.9244
O -2.0096 4.5830 1.9584
O -2.8062 -2.9521 -4.3853
O -1.2523 -0.7134 0.4224
O 2.8230 1.6472 4.0592
O 2.3186 -1.4191 -3.3644
O 0.9792 -1.9007 -5.0674
O -4.1949 4.8185 1.7120
N 3.7732 -4.6513 0.9977
N -1.6582 -0.6163 7.8890
N 0.3037 -5.3778 0.6398
N 5.4683 2.6143 -1.0008
N 2.2243 3.2697 -1.5849
N -4.2152 -0.0120 0.2746
C 2.0260 4.2581 -0.6145
C -5.3603 0.6099 0.7482
C 0.2736 0.0489 -1.2108
C 1.0880 3.1571 -2.3519
C -2.1925 0.3435 5.9248
C 0.3914 0.1437 -5.7011
C 0.0342 -4.3793 1.5687
C 5.0297 -3.1153 1.9529
C 5.2658 2.7247 -2.3332
C -1.3411 -4.3276 1.7508
C -2.5725 0.4126 8.1350
C 2.2786 0.4413 4.3598
C 4.2364 -2.4408 1.0751
C -2.6196 -1.8581 -3.6645
C 0.1531 4.0693 -1.9664
C -1.3119 -3.4165 -2.7891
C -1.3533 -0.5617 6.5451
C 1.6793 -1.0781 -4.3207
C -2.7992 1.0927 6.9873
C 0.8023 4.8228 -0.9369
C 1.8691 2.6756 4.1061
C 1.8199 3.3996 2.7392
C 0.5563 1.9558 4.4048
C -2.2744 3.9876 0.7260
C -3.9948 0.3389 -1.0640
C -1.3094 -4.6523 -5.0722
C 4.5498 1.6235 -2.7116
C 0.9271 -0.7539 1.1377
C -0.9318 -5.7434 0.1204
C 0.8550 0.9392 -6.8989
C 0.0477 -1.0129 -0.0979
C 4.7969 -4.4650 1.8224
C -5.9029 1.2884 -0.3198
C -1.9536 -5.1298 0.8234
C -1.7057 2.5541 0.7994
C 4.2995 0.8202 -1.5888
C 4.7920 1.4976 -0.4684
C -3.8302 4.0028 0.6508
C -3.1298 5.1576 2.4516
C -2.1059 -4.0818 -3.8784
C 3.4288 -3.4361 0.4509
C -1.2001 -0.7800 1.7462
C 0.2802 -1.3407 -6.1440
C -5.0292 1.1204 -1.4287
H -1.2735 -1.3030 8.5219
H -2.0270 -4.7722 -5.8838
H 1.7578 -1.4500 1.2534
H 1.3103 0.2589 -1.4741
H 3.3135 -5.5239 0.7801
H 0.1112 0.7575 -7.6747
H 0.4583 5.7293 -0.4610
H 2.6225 -3.3961 -0.2666
H -3.3737 2.0018 6.8878
H 1.3617 2.7666 1.9793
H 4.2408 -1.3658 0.9717
H 0.1221 2.3295 5.3321
H -0.6013 -1.2062 6.1145
H -6.8897 1.7239 -0.3734
H -0.5269 0.5492 -5.2764
H 2.7838 3.6255 2.2833
H -4.4263 3.0951 0.7444
H 1.8110 0.6026 -7.3001
H -1.4476 -3.8696 -1.8071
H -2.2153 0.4881 4.8547
H -0.1869 2.0601 3.6143
H 3.0488 2.6867 -1.6080
H -2.9300 0.5620 9.1431
H -1.9478 -3.7566 2.4380
H -0.9333 -5.6399 -4.8050
H 1.1952 -5.5507 0.1976
H 4.7865 1.3109 0.5953
H -5.6198 0.4378 1.7824
H -0.7676 -1.6358 -6.1995
H -2.0056 2.0212 1.7017
H -0.2367 -3.3618 -2.9596
H 2.7842 4.4713 0.1244
H -3.0933 -0.0798 -1.4864
H -5.1922 1.5111 -2.4223
H -3.0188 -5.2851 0.7362
H 0.8314 -3.8457 2.0650
H -1.7867 4.4633 -0.1249
H 5.3428 -5.2906 2.2545
H -0.9007 -6.3769 -0.7537
H 2.0516 3.3539 4.9396
H -0.6399 2.7795 0.8381
H -1.9258 2.0087 -0.1183
H 5.8116 -2.7469 2.6004
H -3.6954 -0.6902 0.8131
H 0.1691 -2.0876 -0.2341
H -2.6910 -4.8987 -3.4559
H -4.0296 4.5380 -0.2776
H 1.0885 2.4104 -3.1322
H 3.8194 -0.1469 -1.6132
H 5.5633 3.6074 -2.8798
H -0.4900 -4.0526 -5.4686
H -0.3181 -0.1898 -2.0946
H 0.8349 -1.6329 -7.0356
H -0.7993 4.2981 -2.4213
H -0.0876 0.9982 -0.8154
H 0.9341 2.0012 -6.6662
H 1.3046 0.2648 1.2262
H 4.2307 1.3613 -3.7095
H 1.3003 4.3574 2.7107
H 5.7887 3.3792 -0.4243
*
```

Summary:
- HOMO (eV) = -7.7723
- ΔE to the lowest compared entry with this formula, charge and spin (kJ/mol) = 66.0
- SMILES = C[C@H]1COC(=O)O1.C[C@H]1COC(=O)O1.C[C@H]1COC(=O)O1.C[C@H]1COC(=O)O1.C[C@H]1COC(=O)O1.c1cc[nH]c1.c1cc[nH]c1.c1cc[nH]c1.c1cc[nH]c1.c1cc[nH]c1.c1cc[nH]c1
- Kohn-Sham gap (Ha) = 0.292